The following is a quantum chemistry calculation of a molecular structure, C24H29N4O2Y in a non-equilibrium geometry, from the Open Molecules 2025 dataset.

Each line ends with the Mulliken charge.
Element x y z (Å)
Y -0.0005 2.3612 -0.3987  1.68
O -0.0004 2.7318 1.6223  -0.55
N 0.0002 3.9242 2.1902  -0.37
N 0.0008 4.8095 1.3068  1.01
O 0.0007 4.4654 0.0368  -0.79
C 0.0017 6.2455 1.6494  0.73
C 0.0026 6.6069 2.9841  -0.38
C 0.0034 7.9643 3.2657  -0.50
C 0.0035 8.9005 2.2390  -0.52
C 0.0026 8.4939 0.9132  -0.51
C 0.0017 7.1412 0.5981  -0.45
H 0.0025 5.8830 3.7844  0.45
H 0.0041 8.2901 4.2966  0.40
H 0.0042 9.9552 2.4783  0.40
H 0.0027 9.2241 0.1160  0.38
H 0.0011 6.8100 -0.4276  0.39
C 4.5721 -3.1214 0.6476  -1.53
C 3.6956 -3.0978 -0.6141  1.85
C 4.5936 -3.0860 -1.8608  -1.55
C 2.8194 -4.3475 -0.6390  -2.07
C 2.8661 -1.8204 -0.6036  0.25
C 3.5047 -0.5772 -0.5768  -0.69
C 2.7486 0.5668 -0.5695  -0.61
N 1.4023 0.5519 -0.5924  -0.54
C 0.7570 -0.6384 -0.6096  -0.26
C 1.4720 -1.8225 -0.6165  0.60
C -0.7583 -0.6384 -0.6095  -0.27
C -1.4734 -1.8224 -0.6160  0.60
C -2.8675 -1.8204 -0.6030  0.26
C -3.5060 -0.5771 -0.5766  -0.68
C -2.7499 0.5669 -0.5695  -0.61
N -1.4036 0.5520 -0.5925  -0.54
C -3.6971 -3.0977 -0.6131  1.82
C -4.5736 -3.1209 0.6486  -1.53
C -2.8209 -4.3474 -0.6376  -2.07
C -4.5951 -3.0863 -1.8598  -1.55
H 5.1639 -4.0372 0.6459  0.45
H 3.9770 -3.1075 1.5620  0.38
H 5.2720 -2.2855 0.6798  0.35
H 5.1881 -4.0000 -1.8733  0.45
H 5.2907 -2.2472 -1.8587  0.35
H 4.0132 -3.0500 -2.7842  0.38
H 3.4595 -5.2293 -0.6457  0.43
H 2.1933 -4.4024 -1.5330  0.44
H 2.1778 -4.4272 0.2421  0.44
H 4.5821 -0.5011 -0.5604  0.49
H 3.2249 1.5406 -0.5448  0.41
H 0.9524 -2.7651 -0.6309  0.30
H -0.9537 -2.7650 -0.6302  0.30
H -4.5834 -0.5010 -0.5601  0.49
H -3.2262 1.5407 -0.5451  0.41
H -3.9784 -3.1068 1.5630  0.38
H -5.1653 -4.0367 0.6472  0.45
H -5.2734 -2.2850 0.6805  0.35
H -2.1792 -4.4268 0.2434  0.44
H -2.1949 -4.4026 -1.5317  0.44
H -3.4609 -5.2293 -0.6440  0.43
H -5.2922 -2.2474 -1.8579  0.35
H -5.1895 -4.0003 -1.8720  0.45
H -4.0147 -3.0506 -2.7831  0.38

Atoms 1-3, force components in eV/Å:
0.0 0.3 -0.6
0.0 -0.1 1.0
0.0 -0.3 -0.4

As for the LUMO energy: -6.72 eV. The relative energy (zero: lowest compared OMol25 entry of this formula, charge and spin) is 0.0 kJ/mol. As for the highest occupied orbital energy: -14.415 eV. As for the charge: +2.

---

The following is a quantum chemistry calculation of C24H29N5O5S in the gas phase in a non-equilibrium geometry, from the Open Molecules 2025 dataset.

Each line ends with the Mulliken charge.
Element x y z (Å)
C -3.1560 -1.7186 3.1282  -0.88
C -2.4496 -2.6479 2.1448  -1.08
N -1.7922 -1.9048 1.0836  0.29
C -0.4765 -1.6736 1.1868  -0.29
C 0.2591 -0.9636 0.2861  -0.29
C 1.6922 -0.7057 0.5952  -0.06
O 2.1007 -0.6291 1.7445  -0.75
N 2.4854 -0.5560 -0.4852  0.06
C 3.7769 0.0786 -0.4124  0.37
C 4.7246 -0.4423 -1.4926  -0.91
C 5.2146 -1.8637 -1.2518  -0.82
S 3.8908 -3.1277 -1.3404  -0.13
C 3.7049 -3.5418 0.4175  -0.68
C 3.6631 1.6153 -0.5397  -0.01
O 4.5496 2.3458 -0.1439  -0.72
N 2.5388 2.0454 -1.1305  0.05
C 2.1471 3.4333 -1.1788  -1.14
C 0.7397 3.5767 -0.5982  -0.43
C 0.7091 3.2452 0.9008  -0.65
N -0.4728 2.5098 1.2717  0.36
C -1.7554 2.7524 0.8682  -0.30
C -2.5258 1.7956 1.4609  -0.94
N -1.7472 0.9797 2.2195  -0.18
C -0.5290 1.4339 2.0855  -0.81
C -0.3858 -0.3214 -0.8313  1.50
O 0.2032 0.3898 -1.6590  -1.06
C -1.8276 -0.5426 -0.8989  0.40
C -2.5235 0.0780 -1.9545  -1.39
C -3.8684 -0.1136 -2.0383  0.69
C -4.5386 -0.9191 -1.1030  0.49
C -3.8925 -1.5333 -0.0681  -1.65
C -2.5019 -1.3345 0.0520  0.77
O -5.8642 -0.9602 -1.4115  -0.51
C -6.0240 -0.1576 -2.5644  -0.31
O -4.7716 0.3654 -2.9458  -0.51
H -4.0514 -1.2862 2.6925  0.28
H -3.4331 -2.2701 4.0222  0.44
H -2.4920 -0.8985 3.3921  0.28
H -1.6775 -3.2111 2.6727  0.46
H -3.1446 -3.3688 1.7065  0.48
H 0.0275 -2.0894 2.0481  0.42
H 2.0683 -0.6497 -1.4004  0.49
H 4.1920 -0.1174 0.5833  0.47
H 4.2220 -0.3898 -2.4615  0.33
H 5.5933 0.2199 -1.5220  0.43
H 5.6805 -1.9601 -0.2730  0.40
H 5.9378 -2.1360 -2.0207  0.44
H 2.9185 -4.2875 0.4756  0.32
H 4.6370 -3.9603 0.7875  0.35
H 3.4230 -2.6616 0.9853  0.14
H 1.8073 1.3895 -1.3992  0.22
H 2.8819 4.0098 -0.6109  0.48
H 2.1516 3.7824 -2.2175  0.39
H 0.3699 4.5865 -0.7775  0.42
H 0.0913 2.8754 -1.1296  0.30
H 1.5686 2.6208 1.1616  0.38
H 0.7689 4.1649 1.4946  0.28
H -2.0081 3.5619 0.2158  0.49
H -3.5840 1.6408 1.3908  0.52
H 0.3368 1.0080 2.5526  0.79
H -1.9729 0.6782 -2.6593  0.54
H -4.4555 -2.1378 0.6188  0.44
H -6.4354 -0.7695 -3.3825  0.26
H -6.7189 0.6677 -2.3431  0.26

Atoms 1-3, force components in eV/Å:
0.1 -0.2 0.0
-0.4 -0.1 0.5
0.5 -0.1 -0.1

As for the LUMO energy: 0.21 eV. The SMILES is CCn1cc(C(=O)N[C@@H](CCSC)C(=O)NCCCn2ccnc2)c(=O)c2cc3c(cc21)OCO3. The relative energy (zero: lowest compared OMol25 entry of this formula, charge and spin) is 0.0 kJ/mol. As for the highest occupied orbital energy: -8.053 eV. As for the charge: 0.

---

The following is a quantum chemistry calculation of C24H29NO3 in the gas phase, from the Open Molecules 2025 dataset.

Each line ends with the Mulliken charge.
Element x y z (Å)
C -2.5471 -2.3314 -0.9658  0.08
C -3.1266 -1.3721 -1.3958  0.28
C -3.9764 -0.3076 -1.9160  -0.93
N -5.3981 -0.6136 -1.8899  -0.03
C -5.9079 -0.8300 -0.5467  -0.47
C -7.4258 -0.9969 -0.6205  -0.68
O -7.7846 -2.0744 -1.4525  -0.38
C -7.2726 -1.8845 -2.7505  -0.68
C -5.7506 -1.7417 -2.7350  -0.47
C -1.7293 -3.4024 -0.4106  -0.66
O -0.4564 -2.9697 0.0195  -0.28
C -0.4992 -2.0701 1.1036  -0.60
C 0.9189 -1.6203 1.4278  -0.47
C 1.5244 -0.8414 0.2549  -0.54
O 2.8688 -0.4740 0.4581  -0.31
C 3.0569 0.6545 1.2918  -0.01
C 4.5368 0.8561 1.5351  0.01
C 4.9506 1.7258 2.5365  -0.33
C 6.2971 1.9556 2.7496  -0.73
C 7.2433 1.3183 1.9641  -0.40
C 6.8349 0.4514 0.9659  -0.68
C 5.4871 0.2230 0.7485  -0.22
C 2.5160 1.9240 0.6595  0.10
C 1.7172 2.8036 1.3755  -0.16
C 1.2582 3.9686 0.7850  -0.72
C 1.5888 4.2587 -0.5272  -0.36
C 2.3813 3.3806 -1.2483  -0.77
C 2.8459 2.2209 -0.6567  0.01
H -3.6971 -0.0957 -2.9536  0.38
H -3.8170 0.5999 -1.3231  0.34
H -5.6650 0.0392 0.0690  0.41
H -5.4654 -1.7289 -0.0838  0.27
H -7.8388 -1.2189 0.3650  0.36
H -7.8710 -0.0662 -1.0043  0.36
H -7.5729 -2.7589 -3.3302  0.36
H -7.7138 -0.9794 -3.1951  0.36
H -5.3909 -1.5507 -3.7486  0.41
H -5.3000 -2.6803 -2.3690  0.26
H -1.5357 -4.1565 -1.1805  0.32
H -2.2779 -3.8735 0.4242  0.30
H -0.9490 -2.5647 1.9808  0.36
H -1.1216 -1.1989 0.8465  0.30
H 1.5408 -2.4940 1.6259  0.27
H 0.8890 -1.0012 2.3260  0.31
H 1.5290 -1.4864 -0.6265  0.32
H 0.9100 0.0447 0.0384  0.32
H 2.5592 0.4981 2.2627  0.49
H 4.2136 2.2260 3.1489  0.38
H 6.6095 2.6329 3.5311  0.39
H 8.2952 1.4973 2.1319  0.38
H 7.5690 -0.0495 0.3516  0.39
H 5.1591 -0.4557 -0.0222  0.45
H 1.4505 2.5770 2.3990  0.37
H 0.6377 4.6489 1.3503  0.39
H 1.2282 5.1667 -0.9878  0.39
H 2.6401 3.6029 -2.2731  0.39
H 3.4636 1.5286 -1.2089  0.40

Atoms 1-3, force components in eV/Å:
0.1 0.4 -0.1
0.1 -0.5 0.1
-0.2 0.4 -0.2

As for the LUMO energy: 0.66 eV. The SMILES is C(#CCN1CCOCC1)COCCCOC(c1ccccc1)c1ccccc1. The relative energy (zero: lowest compared OMol25 entry of this formula, charge and spin) is 407.7 kJ/mol. As for the highest occupied orbital energy: -8.815 eV. As for the charge: 0.

---

The following is a quantum chemistry calculation of a molecular structure, C24H29NO3 in a non-equilibrium geometry, from the Open Molecules 2025 dataset.

Each line ends with the Mulliken charge.
Element x y z (Å)
C -7.0115 -0.6731 -2.0117  -0.89
H -6.2689 -0.4860 -2.9663  0.28
O -6.2054 -1.2595 -1.1073  -0.47
C -5.2328 -0.7824 -0.5442  1.27
C -4.7819 0.3280 -1.0187  -1.44
C -3.7481 0.9188 -0.1647  0.44
C -3.1556 0.1334 0.9404  -1.42
C -3.5611 -0.9755 1.0233  1.36
C -4.7017 -1.4827 0.4064  -0.01
O -5.1767 -2.7639 0.7468  -0.34
C -4.7033 -3.3164 1.7827  -1.34
H -5.3572 -4.3214 1.7012  0.22
H -4.6512 -3.1975 2.6247  0.74
H -3.5893 -3.6978 1.5635  0.31
H -3.0362 -1.5527 1.7958  0.38
C -1.9952 0.9644 1.4414  -0.26
O -1.2227 0.5511 2.3378  -0.64
C -1.7648 2.1668 0.5034  0.90
H -1.4437 3.2111 0.9754  0.41
C -0.5405 2.0557 -0.3771  -1.76
C 0.7638 1.8017 0.1767  1.78
C 1.8120 2.7710 -0.1537  -2.31
C 3.2242 2.5472 0.5252  -1.27
N 3.5928 1.0998 0.6551  0.29
C 2.5968 0.3651 0.7478  -1.28
C 1.3492 0.3683 0.2366  -0.52
H 0.5296 -0.4707 0.7259  0.07
H 1.4150 0.1716 -0.8196  0.24
H 2.8642 -0.8770 1.0534  0.29
H 2.4808 0.4162 2.1130  0.33
C 4.2444 0.6950 -0.8173  -1.50
C 4.9715 -0.7180 -0.6800  0.35
C 4.9267 -1.7142 -1.4199  0.31
C 5.6023 -3.0423 -1.2626  -1.28
C 6.4309 -3.0932 -0.1427  -0.58
C 6.6138 -1.7707 0.7842  -0.65
C 5.8757 -0.8069 0.3709  -0.18
H 5.9173 0.0310 1.5019  -0.01
H 7.2066 -2.0138 1.6203  0.45
H 6.9149 -3.8049 0.1062  0.68
H 5.6135 -3.8107 -1.7793  0.63
H 4.0996 -1.6019 -2.0567  0.34
H 3.3918 0.3888 -1.5366  0.20
H 4.8823 1.2150 -1.0850  1.29
H 3.9334 3.1055 -0.0138  0.44
H 3.2327 2.6660 1.4998  0.72
H 1.7459 3.6235 -0.1998  1.40
H 2.2130 2.2847 -1.3254  0.16
H 0.6896 2.1850 1.2098  0.04
H -0.5573 2.9530 -1.0909  0.35
H -0.6793 1.1938 -1.1838  0.36
C -2.9995 2.3770 -0.4502  -1.16
H -2.6415 2.6121 -1.5495  0.36
H -3.5975 3.0461 0.0882  0.48
H -5.1744 1.0228 -1.5153  0.71
H -7.8281 -1.2445 -2.1811  0.33
H -7.5090 0.2083 -1.8044  0.38

Atoms 1-3, force components in eV/Å:
4.1 1.4 -4.0
-2.4 -0.3 1.6
-7.3 -5.7 -1.2

As for the LUMO energy: 0.45 eV. The relative energy (zero: lowest compared OMol25 entry of this formula, charge and spin) is 2484.3 kJ/mol. As for the highest occupied orbital energy: -8.153 eV. As for the charge: 0.